Entry 1:
{
  "formula": "C4H8O2",
  "method": "ωB97M-V with the def2-TZVPD basis set",
  "elements": ["O", "C", "O", "C", "C", "C", "H", "H", "H", "H", "H", "H", "H", "H"],
  "coordinates": [[-0.210900, 0.238011, 1.842916], [0.651888, -0.134761, 1.056588], [1.926643, 0.302681, 0.982952], [0.121826, -0.774786, -0.257242], [-0.698141, 0.367540, -0.959965], [-1.523801, -0.218589, -2.077860], [1.113048, 0.962325, 0.637607], [-0.435168, -1.660973, 0.058386], [0.923614, -1.031066, -0.953119], [-1.220607, 0.861793, -0.129463], [-0.023556, 1.142023, -1.334813], [-1.085668, -0.797938, -2.902385], [-2.041103, 0.557221, -2.634356], [-2.252138, -0.943136, -1.698268]],
  "forces_ev_per_a": [[0.377, -0.873, 0.584], [-0.045, -2.419, 0.243], [-3.615, 0.974, -0.023], [-0.712, -0.248, -0.856], [0.553, -0.349, 1.040], [-1.147, -0.709, -0.617], [4.381, 2.944, -0.972], [-0.308, 0.247, -0.308], [0.478, -0.261, 0.790], [-0.855, -0.144, -0.783], [0.286, -0.164, -0.146], [1.012, 0.282, 0.539], [-0.257, 0.300, 0.287], [-0.149, 0.419, 0.222]],
  "total_energy_ha": -307.2054,
  "multiplicity": 2,
  "total_charge": 1,
  "de_lowest_ev": 3.7427,
  "orbital_gap_ev": [10.423, 5.898],
  "homo_energy_ha": [-0.6052, -0.6036]
}



Entry 2:
{
  "formula": "C4H8O2S",
  "method": "ωB97M-V with the def2-TZVPD basis set",
  "elements": ["O", "C", "C", "O", "C", "C", "S", "H", "H", "H", "H", "H", "H", "H", "H"],
  "coordinates": [[1.552635, -1.122557, -0.410297], [0.296248, -0.748912, 0.117257], [0.468692, 0.367953, 1.132470], [1.607531, 1.112661, 0.906571], [-0.864854, 0.919107, 0.588332], [-0.598884, 0.179975, -0.734538], [-2.107509, -0.443428, -1.473129], [1.609647, -1.968665, -0.811990], [-0.261290, -1.609960, 0.486187], [0.398858, 0.072964, 2.198722], [2.149091, 0.594497, 0.320816], [-1.685059, 0.483214, 1.180879], [-0.973398, 2.012207, 0.571822], [-0.016616, 0.814776, -1.369257], [-1.575091, -0.663835, -2.703846]],
  "forces_ev_per_a": [[0.305, 1.151, 0.369], [0.679, -0.716, -0.971], [-1.218, -0.711, 1.537], [-0.102, 1.023, 0.092], [0.081, 1.070, 0.499], [-0.703, -0.290, 1.253], [0.399, -0.094, -0.901], [-0.360, -1.102, -0.427], [-0.057, 0.069, 0.095], [0.244, 0.063, -0.413], [0.675, -0.343, -0.431], [0.163, 0.096, -0.360], [-0.027, -0.335, -0.127], [0.275, 0.166, -0.580], [-0.353, -0.046, 0.364]],
  "total_energy_ha": -705.8354,
  "de_lowest_ev": 1.6383,
  "orbital_gap_ev": 9.715,
  "homo_energy_ha": -0.3357
}



Entry 3:
{
  "formula": "C4H8O2Si",
  "method": "ωB97M-V with the def2-TZVPD basis set",
  "elements": ["C", "C", "Si", "O", "O", "H", "H", "H", "H", "H", "H", "C", "C", "H", "H"],
  "coordinates": [[-0.505243, -1.876798, -0.109587], [-0.665453, -0.559839, -0.894118], [-1.319717, 0.951942, -0.200526], [-1.200923, 1.288457, 1.401011], [-1.387521, 2.221792, -1.132878], [-1.270298, -1.956109, 0.764016], [0.488062, -2.176746, 0.197533], [-0.701598, -2.601245, -0.684674], [-0.726430, -0.711325, -1.947815], [-0.841162, 2.142494, 1.705619], [-2.097139, 2.227473, -1.861701], [3.104518, -0.009042, 0.852231], [2.008114, 0.481849, 0.544967], [4.040475, 0.158433, 1.281514], [1.074315, 0.418659, 0.084411]],
  "forces_ev_per_a": [[-0.469, 5.130, 4.852], [-0.788, 0.910, 2.386], [1.367, -3.735, 0.234], [0.106, 0.502, -0.322], [-2.247, 2.085, -2.735], [1.666, 0.132, -1.240], [0.573, 0.820, 0.666], [-2.146, -5.571, -4.653], [-0.102, 0.312, -0.714], [-0.306, -0.590, -0.300], [1.834, 0.056, 1.715], [-3.200, 2.566, -0.530], [3.756, -2.355, 0.848], [1.179, -0.550, 0.341], [-1.224, 0.288, -0.548]],
  "total_energy_ha": -597.0707,
  "de_lowest_ev": 3.1376,
  "orbital_gap_ev": 7.568,
  "homo_energy_ha": -0.2820
}



Entry 4:
{
  "formula": "C4H8O3",
  "method": "ωB97M-V with the def2-TZVPD basis set",
  "elements": ["C", "C", "C", "O", "O", "C", "O", "H", "H", "H", "H", "H", "H", "H", "H"],
  "coordinates": [[-0.844131, -1.304316, 0.897829], [0.207627, -0.838018, 0.223399], [1.481788, -0.338437, 0.892923], [1.997778, 0.734099, 0.142151], [0.125361, -0.474473, -1.116394], [-0.961963, 0.647172, -0.992514], [-1.281166, 1.592773, -1.940658], [-1.743182, -1.654585, 0.399858], [-0.852502, -1.297287, 1.984367], [1.244920, 0.022684, 1.902092], [2.229471, -1.141463, 1.007248], [1.871528, 0.436866, -0.775168], [-0.576157, 1.154513, -0.120078], [-1.805865, -0.017073, -0.915519], [-1.093509, 2.477550, -1.589538]],
  "forces_ev_per_a": [[0.185, -0.234, -0.054], [-0.248, 0.222, 0.235], [-0.096, -0.177, 0.172], [0.253, -0.031, -0.159], [-0.466, 0.810, -0.132], [-0.076, -0.316, 0.330], [0.808, -0.216, -0.644], [0.147, 0.112, 0.064], [0.230, -0.340, -0.171], [0.049, -0.082, -0.209], [-0.211, 0.081, -0.145], [0.095, 0.377, 0.093], [-0.584, -0.001, 0.430], [-0.404, 0.284, 0.485], [0.317, -0.490, -0.295]],
  "total_energy_ha": -382.8391,
  "de_lowest_ev": 3.4198,
  "orbital_gap_ev": 10.173,
  "homo_energy_ha": -0.3512
}



Entry 5:
{
  "formula": "C4H8O3",
  "method": "ωB97M-V with the def2-TZVPD basis set",
  "elements": ["C", "O", "C", "O", "C", "C", "O", "H", "H", "H", "H", "H", "H", "H", "H"],
  "coordinates": [[-2.092562, -0.219642, 0.246541], [-0.768309, 0.210866, 0.013797], [-0.352204, 1.543983, -2.118600], [-1.444486, 1.724681, -2.382805], [0.295036, -0.486921, 0.631072], [1.629285, 0.037249, 0.089291], [2.650273, -0.639650, 0.804422], [-2.277320, -1.238002, -0.128209], [-2.392390, -0.173454, 1.305077], [-2.743383, 0.467733, -0.307000], [0.282174, -0.330111, 1.719339], [0.248684, -1.569872, 0.438549], [1.708281, -0.156668, -0.989964], [1.692222, 1.125011, 0.238353], [3.502887, -0.339010, 0.465537]],
  "forces_ev_per_a": [[-0.136, -0.079, 0.038], [0.139, 0.075, -0.030], [-1.254, 0.386, -0.566], [1.268, -0.205, 0.303], [0.124, -0.130, 0.159], [-0.405, 0.157, -0.169], [0.195, 0.042, -0.031], [0.175, 0.119, 0.093], [0.285, -0.019, -0.113], [0.193, -0.153, 0.084], [-0.047, -0.077, -0.085], [-0.142, 0.145, 0.010], [-0.106, 0.010, 0.190], [-0.084, -0.162, -0.002], [-0.207, -0.109, 0.119]],
  "total_energy_ha": -382.8851,
  "de_lowest_ev": 2.1679,
  "orbital_gap_ev": 10.964,
  "homo_energy_ha": -0.3702
}



Entry 6:
{
  "formula": "C4H8O3",
  "method": "ωB97M-V with the def2-TZVPD basis set",
  "elements": ["O", "C", "C", "C", "O", "C", "O", "H", "H", "H", "H", "H", "H", "H", "H"],
  "coordinates": [[1.115306, 0.661605, -2.580226], [0.387360, 1.432655, -1.663765], [-0.335961, 0.727787, -0.560324], [-0.138365, -0.584484, 1.809690], [-1.304624, 0.136883, 2.091695], [-0.237478, -1.376106, 0.517681], [0.019036, -0.527399, -0.632726], [0.999754, -0.260568, -2.306531], [1.061211, 2.075930, -1.059774], [-0.289235, 2.123917, -2.181773], [0.042658, -1.275141, 2.638142], [0.745314, 0.071155, 1.730053], [-1.378021, 0.767756, 1.349958], [-1.224288, -1.831503, 0.408011], [0.537333, -2.142486, 0.439888]],
  "forces_ev_per_a": [[-0.073, -0.171, -0.033], [-0.253, 0.237, 0.163], [0.378, -0.238, -0.262], [0.288, -0.291, -0.021], [-0.071, 0.225, -0.111], [-0.052, -0.142, 0.185], [-0.046, 0.347, 0.062], [0.159, 0.152, -0.145], [-0.061, -0.035, -0.148], [0.024, -0.101, 0.079], [-0.090, 0.028, -0.075], [-0.124, -0.101, 0.094], [-0.049, -0.044, 0.125], [0.085, 0.083, -0.028], [-0.115, 0.050, 0.115]],
  "total_energy_ha": -382.8178,
  "de_lowest_ev": 4.0010,
  "orbital_gap_ev": 9.853,
  "homo_energy_ha": -0.3394
}



Entry 7:
{
  "formula": "C4H8O3",
  "method": "ωB97M-V with the def2-TZVPD basis set",
  "elements": ["C", "O", "C", "C", "O", "H", "H", "H", "H", "H", "H", "C", "O", "H", "H"],
  "coordinates": [[-0.240730, -1.624560, 0.846398], [-0.095319, -0.226624, 0.747010], [1.091852, 0.156404, 0.163269], [1.193715, 1.204004, -0.645260], [2.362409, 1.668051, -1.159262], [-0.376363, -2.067954, -0.143239], [-1.126202, -1.809916, 1.454342], [0.634897, -2.077844, 1.326384], [1.962490, -0.442298, 0.440670], [0.345624, 1.799482, -0.959344], [3.096217, 1.104321, -0.885355], [-2.198979, 0.574985, -0.293455], [-2.015546, 0.247299, -1.428697], [-2.715353, -0.069326, 0.435242], [-1.918712, 1.563977, 0.101296]],
  "forces_ev_per_a": [[-0.054, -0.300, -0.049], [0.364, 0.393, 0.220], [0.074, -0.088, -0.009], [-0.290, -0.165, 0.188], [0.290, 0.095, -0.151], [-0.013, -0.047, -0.010], [0.092, -0.037, -0.026], [-0.090, 0.035, 0.000], [-0.084, 0.079, -0.008], [0.031, -0.104, 0.040], [-0.086, 0.038, 0.004], [-0.250, 0.195, 0.190], [-0.035, -0.044, -0.354], [-0.029, -0.162, 0.029], [0.081, 0.111, -0.064]],
  "total_energy_ha": -382.8428,
  "de_lowest_ev": 3.3201,
  "orbital_gap_ev": 9.309,
  "homo_energy_ha": -0.3115
}



Entry 8:
{
  "formula": "C4H8O3",
  "method": "ωB97M-V with the def2-TZVPD basis set",
  "elements": ["C", "C", "C", "O", "O", "C", "H", "H", "H", "H", "H", "H", "O", "H", "H"],
  "coordinates": [[1.887216, 0.870686, -0.457646], [0.743213, 1.045129, 0.220015], [-0.393810, 0.155520, -0.101438], [-0.273281, -0.922225, -0.663386], [-1.575410, 0.618327, 0.312493], [-2.683900, -0.229014, -0.001232], [1.914007, 0.239392, -1.339656], [2.826375, 1.334391, -0.164856], [0.631921, 1.798302, 0.992916], [-2.596745, -1.187697, 0.515275], [-3.567896, 0.309505, 0.335129], [-2.730492, -0.415072, -1.076875], [2.328466, -1.354602, 0.492548], [1.876419, -0.733192, 1.081242], [1.613924, -1.529448, -0.144536]],
  "forces_ev_per_a": [[-0.385, 0.534, -0.003], [0.319, 0.256, -0.471], [0.004, -0.322, -0.366], [-0.054, 0.593, 0.163], [0.147, 0.069, -0.010], [-0.276, -0.123, -0.035], [0.035, -0.009, 0.258], [-0.324, 0.233, -0.178], [-0.007, -0.251, 0.064], [0.014, 0.131, -0.039], [0.083, -0.068, -0.029], [0.001, 0.051, 0.149], [-0.168, -0.490, 0.294], [0.424, -0.396, 0.051], [0.186, -0.210, 0.152]],
  "total_energy_ha": -382.9010,
  "de_lowest_ev": 1.7377,
  "orbital_gap_ev": 10.403,
  "homo_energy_ha": -0.3642
}



Entry 9:
{
  "formula": "C4H8O3",
  "method": "ωB97M-V with the def2-TZVPD basis set",
  "elements": ["O", "C", "C", "C", "O", "C", "O", "H", "H", "H", "H", "H", "H", "H", "H"],
  "coordinates": [[-0.188330, 0.430368, -2.867510], [-0.490995, 0.634883, -1.576205], [0.255418, 1.363698, 0.469887], [-0.240840, 0.105942, 0.928585], [-1.434530, -0.230894, 0.874802], [0.777247, -0.969641, 1.306194], [0.263906, -2.238831, 1.027483], [-0.164740, -0.515218, -3.117436], [-0.766087, -0.256472, -1.041067], [-0.881824, 1.634890, -1.442428], [-0.424554, 2.218367, 0.580239], [1.295009, 1.599549, 0.690952], [1.726288, -0.856712, 0.769864], [0.970082, -0.826949, 2.380316], [-0.696050, -2.092981, 1.016325]],
  "forces_ev_per_a": [[0.661, -0.015, 0.143], [-0.276, 0.318, -0.104], [0.105, -0.109, -0.235], [0.185, -0.112, -0.158], [0.330, 0.144, 0.284], [0.150, 0.266, 0.048], [-0.215, -0.188, 0.034], [0.290, 0.586, 0.563], [-0.603, 0.272, -0.030], [-0.561, -0.561, -0.040], [0.188, -0.361, -0.397], [-0.065, -0.146, -0.221], [-0.163, 0.185, 0.085], [0.108, -0.115, -0.005], [-0.137, -0.164, 0.030]],
  "total_energy_ha": -382.8019,
  "de_lowest_ev": 4.4336,
  "orbital_gap_ev": 8.651,
  "homo_energy_ha": -0.3241
}



Entry 10:
{
  "formula": "C4H8O3",
  "method": "ωB97M-V with the def2-TZVPD basis set",
  "elements": ["O", "C", "O", "C", "C", "O", "H", "H", "H", "H", "C", "H", "H", "H", "H"],
  "coordinates": [[-0.808221, 3.086267, 0.921765], [-0.957339, 2.797911, -0.249613], [-0.732311, 1.647449, -0.851561], [-0.234759, 0.426160, -0.303381], [0.053348, 0.132667, 0.975593], [-0.033126, 0.926501, 2.036031], [-1.322540, 3.548049, -0.959931], [0.019471, -0.214207, -1.132332], [0.396474, -0.873276, 1.233660], [-0.312772, 1.832859, 1.718635], [0.789225, -2.661772, -0.678634], [1.647498, -1.983605, -0.635254], [0.756159, -3.150208, -1.653862], [0.875069, -3.410957, 0.110689], [-0.136177, -2.103840, -0.531807]],
  "forces_ev_per_a": [[-0.028, -0.116, -0.517], [0.038, 0.189, 0.388], [0.027, 0.042, 0.045], [0.314, 0.281, 0.171], [-0.063, 0.090, -0.365], [-0.160, 0.153, 0.181], [0.025, -0.254, -0.133], [-0.261, -0.006, 0.230], [-0.052, 0.385, -0.359], [0.105, -0.349, 0.426], [0.005, -0.090, -0.011], [-0.177, -0.137, -0.014], [0.053, 0.000, 0.121], [0.043, 0.034, -0.129], [0.130, -0.221, -0.035]],
  "total_energy_ha": -382.8898,
  "de_lowest_ev": 2.0404,
  "orbital_gap_ev": 9.655,
  "homo_energy_ha": -0.3258
}